No. 1
Molecular formula: C3H14Si4
Method: DFT, the ωB97M-V functional and the def2-TZVPD basis

Cartesian coordinates (Å):
1 C 1.18584 0.00125 0.75102
2 C -0.12483 -0.54581 0.59064
3 C 0.40771 0.43154 -0.41230
4 Si -0.43020 -2.26152 -0.01254
5 Si -1.70795 0.26211 2.07918
6 Si -0.07217 2.24674 -0.50636
7 Si 1.19212 -0.16097 -2.12500
8 H 1.26141 0.72060 1.62437
9 H 2.03862 -0.70412 0.59108
10 H 0.70101 -3.16220 0.21369
11 H -0.88079 -2.28415 -1.40752
12 H -1.51417 -2.84486 0.78424
13 H -2.36895 -1.04178 2.21627
14 H -2.67673 1.46790 2.06083
15 H -0.57047 0.69037 3.06631
16 H 0.73120 3.24436 0.26819
17 H -1.48505 2.31986 -0.47725
18 H 0.23566 2.71455 -1.95884
19 H 2.62236 0.42708 -2.19466
20 H 0.25647 0.07634 -3.29863
21 H 1.19894 -1.59724 -1.85271

Results
- ΔE to the lowest compared entry with this formula, charge and spin: 23.3 kcal/mol
- Structure (SMILES): [SiH3]C1([SiH3])CC1([SiH3])[SiH3]
- Calculated total energy: -1280.47872 Eh
- 2S+1: 1

Electronic structure analysis, Löwdin charges in units of e: number 1, C, carries -0.338; number 2, C, carries -0.660; number 3, C, carries -0.796; number 4, Si, carries 0.568; number 5, Si, carries 0.714; number 6, Si, carries 0.592; number 7, Si, carries 0.627; number 8, H, carries 0.095; number 9, H, carries 0.111; number 10, H, carries -0.060; number 11, H, carries -0.064; number 12, H, carries -0.091; number 13, H, carries -0.123; number 14, H, carries -0.092; number 15, H, carries -0.064; number 16, H, carries -0.061; number 17, H, carries -0.095; number 18, H, carries -0.061; number 19, H, carries -0.039; number 20, H, carries -0.055; number 21, H, carries -0.110


No. 2
Molecular formula: C15H13BBrCuF2N3O
Method: DFT, the ωB97M-V functional and the def2-TZVPD basis

Cartesian coordinates (Å):
1 Cu 1.62119 0.13922 -1.92902
2 Br 2.11823 2.17268 0.21435
3 C 0.61526 3.10928 -0.49260
4 C 0.45473 4.38632 -0.03896
5 C -0.66935 5.13963 -0.44576
6 C -1.60684 4.56583 -1.25286
7 C -1.45607 3.23163 -1.71413
8 C -2.47781 2.63252 -2.49536
9 C -2.32683 1.34958 -2.93219
10 C -1.12989 0.64232 -2.66036
11 C -0.08384 1.15235 -1.92070
12 C -0.29303 2.46803 -1.38846
13 H 1.17474 4.80687 0.64938
14 H -0.78475 6.15982 -0.09804
15 H -2.49241 5.11878 -1.55157
16 H -3.36783 3.20981 -2.72537
17 H -3.11625 0.87605 -3.50781
18 H -1.03645 -0.35453 -3.08401
19 F 3.48304 -2.32420 -2.19365
20 B 3.33499 -0.96674 -2.36220
21 F 4.42119 -0.48140 -3.00515
22 C -0.77339 -2.61162 4.46747
23 N -0.24682 -2.79261 3.12392
24 C 0.31258 -3.95238 2.72568
25 C 0.83210 -4.09501 1.49525
26 C 0.78707 -2.93492 0.64031
27 N 0.23778 -1.80251 1.00540
28 C -0.33093 -1.67308 2.23885
29 O -0.84950 -0.66595 2.68300
30 N 1.31030 -3.04424 -0.60017
31 H -0.79934 -3.57846 4.96859
32 H -1.77338 -2.19007 4.41718
33 H -0.15444 -1.91976 5.03861
34 H 0.31163 -4.75899 3.44876
35 H 1.25816 -5.03168 1.16748
36 H 1.97928 -3.77937 -0.75055
37 H 1.51687 -2.20320 -1.13530

Results
- ΔE to the lowest compared entry with this formula, charge and spin: 0.0 kcal/mol
- Charge: -1
- Calculated total energy: -5258.17084 Eh
- 2S+1: 1

Electronic structure analysis, Löwdin charges in units of e: number 1, Cu, carries 0.238; number 2, Br, carries 0.754; number 3, C, carries -0.590; number 4, C, carries -0.167; number 5, C, carries -0.108; number 6, C, carries -0.065; number 7, C, carries -0.181; number 8, C, carries -0.078; number 9, C, carries -0.110; number 10, C, carries -0.154; number 11, C, carries -0.190; number 12, C, carries -0.224; number 13, H, carries 0.080; number 14, H, carries 0.091; number 15, H, carries 0.100; number 16, H, carries 0.095; number 17, H, carries 0.088; number 18, H, carries 0.072; number 19, F, carries 0.026; number 20, B, carries -0.640; number 21, F, carries 0.065; number 22, C, carries -0.036; number 23, N, carries -0.063; number 24, C, carries -0.090; number 25, C, carries -0.024; number 26, C, carries -0.384; number 27, N, carries 0.201; number 28, C, carries -0.498; number 29, O, carries 0.043; number 30, N, carries 0.160; number 31, H, carries 0.079; number 32, H, carries 0.088; number 33, H, carries 0.093; number 34, H, carries 0.120; number 35, H, carries 0.097; number 36, H, carries 0.092; number 37, H, carries 0.022


No. 3
Molecular formula: C36H99ClN9O13
Method: DFT, the ωB97M-V functional and the def2-TZVPD basis

Cartesian coordinates (Å):
1 Cl 0.46143 0.29488 -0.38514
2 O 1.80170 0.01184 -0.81536
3 O 0.21724 1.71383 -0.53776
4 O -0.44755 -0.39077 -1.25308
5 O 0.28585 -0.09648 0.99825
6 C 4.49918 -2.83642 0.83605
7 C 3.61352 -3.33697 -0.32725
8 C 2.18374 -3.37998 0.10003
9 O 1.92174 -4.26782 1.18722
10 C 1.99645 -5.63704 0.80438
11 N 3.83619 -2.35184 -1.39365
12 H 4.42693 -1.76399 1.01982
13 H 5.53396 -3.00988 0.53014
14 H 4.34374 -3.36898 1.77497
15 H 3.98986 -4.28806 -0.70848
16 H 1.44896 -3.37666 -0.71711
17 H 1.90884 -2.42875 0.57132
18 H 1.31513 -5.74205 -0.04603
19 H 1.59868 -6.29067 1.58156
20 H 3.02073 -5.94637 0.58993
21 H 3.19394 -2.55814 -2.15982
22 H 3.42224 -1.47372 -1.08536
23 C -2.24836 2.25005 3.44717
24 C -1.72243 1.28216 4.50992
25 C -2.63105 0.07968 4.68702
26 O -3.92160 0.55928 4.89208
27 C -4.85597 -0.44775 5.24036
28 N -0.35876 0.84241 4.14668
29 H -2.61673 1.75862 2.54410
30 H -1.49697 2.93856 3.04910
31 H -3.00820 2.94757 3.80962
32 H -1.62690 1.72768 5.50235
33 H -2.26545 -0.58723 5.47889
34 H -2.57336 -0.56029 3.79274
35 H -4.63310 -0.84757 6.23219
36 H -5.04146 -1.22648 4.49750
37 H -5.77480 0.14005 5.31360
38 H 0.18913 1.68365 4.01045
39 H -0.34905 0.38614 3.23810
40 C -0.90344 0.18607 -5.10315
41 C 0.55979 0.66791 -5.18072
42 C 0.70403 2.16365 -4.91355
43 O 0.05318 2.84284 -5.96902
44 C 0.17249 4.23338 -5.97134
45 N 1.33650 -0.11808 -4.20808
46 H -1.04526 -0.86850 -5.33162
47 H -1.47734 0.80384 -5.79490
48 H -1.26503 0.33878 -4.08262
49 H 0.91825 0.46682 -6.19401
50 H 1.76501 2.43545 -4.86672
51 H 0.24425 2.41633 -3.95059
52 H 1.00435 4.53260 -6.61964
53 H 0.19465 4.72446 -4.99497
54 H -0.68201 4.70613 -6.46822
55 H 0.84608 0.01668 -3.32611
56 H 2.19629 0.41338 -4.07884
57 C -4.99224 -1.98316 -4.62619
58 C -3.89991 -2.32414 -3.64994
59 C -2.66371 -1.38578 -3.69496
60 O -1.68165 -2.09379 -2.94935
61 C -0.36271 -1.63222 -3.07374
62 N -4.52990 -2.18297 -2.30899
63 H -5.29048 -0.93576 -4.61130
64 H -5.83387 -2.67456 -4.65602
65 H -4.58648 -2.10635 -5.64319
66 H -3.55089 -3.34359 -3.83695
67 H -2.88796 -0.44371 -3.18642
68 H -2.24609 -1.28664 -4.70135
69 H 0.12239 -1.87703 -4.02405
70 H 0.23745 -2.13952 -2.31484
71 H -0.32529 -0.56349 -2.85496
72 H -4.97673 -3.06921 -2.08390
73 H -3.76987 -2.16300 -1.62574
74 C -0.22628 -5.88016 4.21270
75 C 0.39630 -4.69109 4.99335
76 C 1.15893 -3.81103 3.99440
77 O 1.32609 -2.50821 4.60337
78 C 1.96299 -1.61431 3.72715
79 N -0.76135 -3.94493 5.52962
80 H 0.53222 -6.59000 3.87308
81 H -0.75042 -5.53458 3.32179
82 H -0.99661 -6.38063 4.80007
83 H 0.97884 -5.02562 5.85177
84 H 0.51366 -3.55194 3.15209
85 H 2.09547 -4.22405 3.61900
86 H 2.98886 -1.92147 3.48856
87 H 1.94454 -0.59595 4.10937
88 H 1.50877 -1.55643 2.72961
89 H -0.35962 -3.02475 5.71069
90 H -1.38199 -3.70134 4.75435
91 C -3.23825 3.43869 -0.20591
92 C -2.95774 3.21159 -1.69754
93 C -1.79907 4.03803 -2.22403
94 O -2.02067 5.43990 -2.16196
95 C -3.08705 5.90994 -2.95630
96 N -2.70098 1.76980 -1.95447
97 H -2.43614 3.15982 0.48018
98 H -4.11890 2.87574 0.10943
99 H -3.40064 4.50789 -0.03669
100 H -3.86393 3.40611 -2.27637
101 H -1.53758 3.65960 -3.21986
102 H -0.89134 3.88808 -1.63992
103 H -3.26706 6.98408 -2.93118
104 H -4.03367 5.52321 -2.55788
105 H -2.94796 5.54558 -3.97787
106 H -1.81044 1.56039 -1.49602
107 H -3.31289 1.25057 -1.32887
108 C 3.60709 4.68554 -3.21454
109 C 3.07593 3.62120 -2.25290
110 C 4.12677 2.93070 -1.43736
111 O 4.97677 2.07934 -2.22866
112 C 6.10541 1.67703 -1.52366
113 N 2.06551 4.23625 -1.38703
114 H 2.88019 5.04955 -3.93675
115 H 4.44842 4.21250 -3.73309
116 H 4.01559 5.54269 -2.67478
117 H 2.54330 2.83857 -2.80131
118 H 3.68582 2.29466 -0.66475
119 H 4.75718 3.67347 -0.93009
120 H 6.78234 2.52516 -1.35286
121 H 6.65460 0.88958 -2.03847
122 H 5.86901 1.28926 -0.52439
123 H 1.62311 3.39644 -1.01976
124 H 2.51017 4.62192 -0.55611
125 C 1.04737 4.23741 3.01007
126 C 2.45969 3.74306 2.68744
127 C 2.58720 2.33232 2.15008
128 O 3.96073 1.99925 2.09807
129 C 4.08606 0.61277 1.80313
130 N 2.98367 4.71024 1.71884
131 H 0.47961 3.41114 3.45141
132 H 0.44644 4.53446 2.14969
133 H 1.03837 5.04750 3.73923
134 H 3.02366 3.83608 3.62310
135 H 2.01734 2.11338 1.24122
136 H 2.12292 1.67819 2.90474
137 H 5.15108 0.37869 1.76792
138 H 3.72289 0.41760 0.78886
139 H 3.58324 -0.02273 2.53404
140 H 3.98803 4.59647 1.60975
141 H 2.85798 5.63421 2.11826
142 C -1.65525 -4.07546 0.15498
143 C -2.55425 -2.93941 0.66824
144 C -2.19710 -2.57706 2.12058
145 O -2.29394 -3.63609 3.05613
146 C -3.51850 -4.31604 3.08952
147 N -2.34783 -1.79338 -0.20580
148 H -1.91134 -4.44210 -0.83903
149 H -1.72683 -4.93737 0.83207
150 H -0.59938 -3.79691 0.19105
151 H -3.57393 -3.33104 0.63176
152 H -2.85470 -1.75919 2.43906
153 H -1.20735 -2.11679 2.14930
154 H -4.33404 -3.58252 3.09995
155 H -3.64613 -4.96343 3.95644
156 H -3.73077 -4.96846 2.23548
157 H -2.16335 -2.08063 -1.16525
158 H -1.49607 -1.27987 0.00996

Results
- ΔE to the lowest compared entry with this formula, charge and spin: 46.3 kcal/mol
- Charge: -1
- Calculated total energy: -3361.68715 Eh
- 2S+1: 1

Atom charges from the Löwdin analysis, given in e for atoms 1 to 99: number 1, Cl, carries 0.695; number 2, O, carries -0.328; number 3, O, carries -0.344; number 4, O, carries -0.423; number 5, O, carries -0.334; number 6, C, carries -0.041; number 7, C, carries -0.421; number 8, C, carries -0.218; number 9, O, carries -0.226; number 10, C, carries -0.086; number 11, N, carries 0.049; number 12, H, carries 0.048; number 13, H, carries 0.075; number 14, H, carries 0.072; number 15, H, carries 0.131; number 16, H, carries 0.114; number 17, H, carries 0.113; number 18, H, carries 0.091; number 19, H, carries 0.074; number 20, H, carries 0.083; number 21, H, carries 0.072; number 22, H, carries 0.035; number 23, C, carries -0.051; number 24, C, carries -0.392; number 25, C, carries -0.230; number 26, O, carries -0.179; number 27, C, carries -0.097; number 28, N, carries 0.062; number 29, H, carries 0.080; number 30, H, carries 0.048; number 31, H, carries 0.078; number 32, H, carries 0.137; number 33, H, carries 0.132; number 34, H, carries 0.097; number 35, H, carries 0.088; number 36, H, carries 0.080; number 37, H, carries 0.086; number 38, H, carries 0.027; number 39, H, carries 0.049; number 40, C, carries -0.067; number 41, C, carries -0.372; number 42, C, carries -0.199; number 43, O, carries -0.181; number 44, C, carries -0.127; number 45, N, carries 0.034; number 46, H, carries 0.064; number 47, H, carries 0.099; number 48, H, carries 0.060; number 49, H, carries 0.139; number 50, H, carries 0.118; number 51, H, carries 0.120; number 52, H, carries 0.084; number 53, H, carries 0.085; number 54, H, carries 0.080; number 55, H, carries 0.025; number 56, H, carries 0.077; number 57, C, carries -0.092; number 58, C, carries -0.408; number 59, C, carries -0.180; number 60, O, carries -0.195; number 61, C, carries -0.182; number 62, N, carries 0.048; number 63, H, carries 0.079; number 64, H, carries 0.069; number 65, H, carries 0.071; number 66, H, carries 0.132; number 67, H, carries 0.116; number 68, H, carries 0.081; number 69, H, carries 0.093; number 70, H, carries 0.096; number 71, H, carries 0.027; number 72, H, carries 0.066; number 73, H, carries 0.013; number 74, C, carries -0.066; number 75, C, carries -0.381; number 76, C, carries -0.175; number 77, O, carries -0.195; number 78, C, carries -0.137; number 79, N, carries 0.036; number 80, H, carries 0.063; number 81, H, carries 0.055; number 82, H, carries 0.071; number 83, H, carries 0.129; number 84, H, carries 0.105; number 85, H, carries 0.119; number 86, H, carries 0.077; number 87, H, carries 0.069; number 88, H, carries 0.066; number 89, H, carries 0.056; number 90, H, carries 0.037; number 91, C, carries -0.050; number 92, C, carries -0.414; number 93, C, carries -0.200; number 94, O, carries -0.181; number 95, C, carries -0.118; number 96, N, carries 0.060; number 97, H, carries 0.064; number 98, H, carries 0.076; number 99, H, carries 0.074


Per-record HOMO, eV: -8.95; -4.26; -6.40